1.
66
Properties=species:S:1:pos:R:3:forces:R:3:lowdin_charge:R:1 method="wB97M-V/def2-TZVPD" e_homo_ev=-3.369 relative_energy_kj_mol=7.2 total_energy_ha=-4211.96022 max_force_ev_per_a=0.7 orbital_gap_ev=5.688 total_charge=-1
Pt 0.0464 0.0913 0.2313 -0.17 -0.33 0.65 0.880
I -1.4304 3.3505 -6.4475 -0.01 -0.01 -0.01 0.768
C -0.9550 2.0047 -4.9160 0.04 -0.02 -0.02 -0.764
C 0.2335 1.2910 -4.9664 -0.10 -0.04 0.14 -0.255
C 0.5324 0.4280 -3.9271 0.05 0.05 -0.01 -0.642
I 2.3016 -0.6794 -4.0006 0.01 0.02 0.01 0.846
C -0.2913 0.2383 -2.7833 0.13 -0.14 0.06 -0.483
O 0.0745 -0.5605 -1.8361 -0.39 0.19 -0.36 -0.348
C -1.5386 0.9411 -2.8245 -0.03 0.05 -0.09 -0.152
C -2.5913 0.6690 -1.7832 0.15 0.09 0.07 -0.179
N -2.2333 1.2115 -0.4755 -0.41 0.12 -0.48 -0.111
C -3.0728 0.7863 0.6127 0.14 -0.14 0.01 -0.187
C -2.9430 -0.7077 0.8350 -0.27 -0.05 0.06 -0.276
C -3.9798 -1.4369 1.4079 0.00 0.09 -0.04 -0.029
C -3.8386 -2.8026 1.5694 -0.14 -0.05 -0.02 -0.081
C -2.6664 -3.4073 1.1532 0.11 0.02 -0.19 -0.078
C -1.6798 -2.6104 0.5941 -0.02 -0.16 -0.01 -0.114
N -1.8163 -1.2952 0.4421 0.16 0.17 -0.16 0.009
C -1.8374 1.8124 -3.8638 0.07 -0.11 0.09 -0.142
H 0.9129 1.3999 -5.8008 0.01 0.00 0.03 0.070
H -3.5573 1.0554 -2.1406 -0.07 -0.01 -0.02 0.113
H -2.6909 -0.4113 -1.6703 0.00 -0.04 -0.01 0.117
H -2.1498 2.2162 -0.5185 0.15 0.04 0.07 0.120
H -2.7278 1.2889 1.5200 -0.01 0.05 0.02 0.121
H -4.1382 1.0260 0.4718 -0.08 -0.05 0.03 0.114
H -4.8927 -0.9317 1.7008 0.02 0.01 -0.01 0.108
H -4.6429 -3.3923 1.9947 0.04 0.03 0.03 0.105
H -2.5143 -4.4742 1.2504 0.01 0.06 -0.01 0.104
H -0.7461 -3.0267 0.2371 0.01 0.02 0.03 0.117
H -2.7912 2.3292 -3.8580 0.01 -0.01 0.01 0.089
C 0.5951 0.8610 1.8065 0.35 0.36 -0.21 -0.544
Ge 1.4929 -0.2839 3.0447 0.16 -0.10 -0.04 0.825
C 1.7361 0.4259 4.8761 0.00 0.15 0.21 -0.280
C 2.3953 -0.3308 5.8501 -0.04 0.13 0.04 -0.107
C 2.5324 0.1343 7.1522 -0.03 0.02 -0.06 -0.103
C 2.0115 1.3754 7.5068 -0.01 -0.03 -0.08 -0.115
C 1.3630 2.1471 6.5526 0.02 -0.09 -0.08 -0.106
C 1.2274 1.6721 5.2488 0.08 -0.11 0.08 -0.112
C 3.3288 -0.6412 2.4494 0.12 -0.08 -0.19 -0.267
C 4.2315 0.4196 2.5644 0.05 -0.13 0.05 -0.113
C 5.5124 0.3414 2.0326 -0.06 -0.04 0.02 -0.100
C 5.9206 -0.8099 1.3712 -0.04 0.00 0.01 -0.109
C 5.0402 -1.8756 1.2455 -0.08 0.03 0.07 -0.097
C 3.7556 -1.7879 1.7751 0.09 0.16 0.02 -0.100
C 0.3925 -1.8789 3.3762 -0.21 -0.16 -0.01 -0.265
C -0.8449 -1.6200 3.9816 0.03 -0.16 -0.04 -0.110
C -1.7319 -2.6432 4.2910 0.13 0.01 0.00 -0.103
C -1.4012 -3.9617 3.9979 0.13 0.07 0.05 -0.128
C -0.1854 -4.2411 3.3902 0.03 0.12 0.08 -0.107
C 0.6995 -3.2087 3.0811 -0.12 0.03 0.13 -0.100
H 0.3790 1.9032 2.0790 0.01 -0.07 0.11 -0.080
H 2.8110 -1.2994 5.5848 -0.03 0.03 0.01 0.101
H 3.0442 -0.4687 7.8942 -0.01 0.01 -0.02 0.093
H 2.1117 1.7374 8.5231 0.01 0.00 0.00 0.091
H 0.9612 3.1173 6.8219 0.00 -0.01 0.00 0.092
H 0.7180 2.2807 4.5072 0.01 -0.02 0.03 0.086
H 3.9264 1.3282 3.0749 0.01 -0.01 -0.02 0.098
H 6.1883 1.1838 2.1223 -0.01 -0.01 0.01 0.094
H 6.9149 -0.8694 0.9438 -0.02 -0.01 0.01 0.092
H 5.3450 -2.7721 0.7165 -0.02 0.03 0.02 0.095
H 3.0786 -2.6189 1.6285 0.02 0.06 -0.07 0.073
H -1.1187 -0.5945 4.2167 0.01 -0.04 0.00 0.102
H -2.6803 -2.4122 4.7625 0.00 0.00 -0.02 0.099
H -2.0917 -4.7632 4.2330 0.00 0.00 0.01 0.097
H 0.0824 -5.2657 3.1570 -0.01 0.01 -0.01 0.097
H 1.6399 -3.4624 2.6115 -0.02 0.00 0.03 0.074



2.
67
Properties=species:S:1:pos:R:3:forces:R:3:lowdin_charge:R:1 method="wB97M-V/def2-TZVPD" e_homo_ev=1.270 relative_energy_kj_mol=0.0 total_energy_ha=-2462.35662 max_force_ev_per_a=4.4 orbital_gap_ev=3.187 total_charge=-2
Tl 1.5826 0.9632 -1.7042 -0.09 -0.23 0.35 0.676
C 2.1339 4.8620 1.4479 -0.37 -0.35 0.00 -0.073
C 2.3245 3.8567 0.3377 -0.78 -0.27 -1.04 -0.285
N 1.3368 3.4402 -0.4608 3.31 -0.48 0.83 -0.035
N 0.1252 3.8619 -0.2611 -1.69 0.83 0.51 0.024
C -0.8114 3.1398 -0.9228 0.50 -0.77 -0.12 -0.496
O -0.6387 2.2219 -1.7522 -0.32 0.47 0.21 -0.187
C -2.2128 3.4428 -0.4970 -0.64 -0.29 0.50 -0.129
C -2.6046 4.7590 -0.3031 0.71 0.13 -0.27 -0.062
C -3.8961 5.0740 0.0255 -0.99 -0.14 0.47 -0.118
C -4.8130 4.0504 0.2850 -0.19 0.23 0.32 -0.126
C -4.4282 2.7142 0.2152 -0.01 0.30 -0.27 -0.094
C -3.1391 2.4192 -0.2111 0.52 -0.01 -0.32 -0.006
C 3.6773 3.2578 0.1812 -1.04 0.01 -0.39 -0.213
C 4.7723 3.7251 0.9401 -0.74 0.35 -0.13 -0.040
C 6.0042 3.1693 0.7118 0.29 -0.53 -0.19 -0.110
C 6.1428 2.1168 -0.1891 -0.16 0.11 0.16 -0.094
C 4.9921 1.6771 -0.8409 1.07 -0.24 -0.16 -0.178
N 3.8160 2.2354 -0.7012 -0.22 0.70 0.68 0.020
H 1.0661 5.0991 1.4933 0.24 0.06 0.02 0.056
H 2.7208 5.7799 1.3006 -0.11 -0.12 -0.03 0.064
H 2.4308 4.4137 2.4078 -0.07 0.15 -0.13 0.076
H -1.8418 5.5215 -0.3925 -0.04 0.08 -0.15 0.102
H -4.2067 6.1102 0.1514 0.08 -0.14 -0.05 0.088
H -5.8135 4.3133 0.6271 0.09 -0.07 -0.15 0.083
H -5.1342 1.9128 0.4615 0.34 0.32 -0.08 0.100
H -2.8361 1.3819 -0.2993 0.19 0.07 -0.02 0.111
H 4.6312 4.5390 1.6601 0.12 -0.42 -0.34 0.096
H 6.8683 3.5154 1.2446 0.32 0.21 0.26 0.086
H 7.1039 1.6412 -0.3548 -0.12 0.02 -0.03 0.084
H 5.0896 0.8270 -1.5240 -0.35 0.19 0.07 0.103
O 1.0891 -1.7204 -1.4404 0.39 -0.53 -0.37 -0.493
P 0.0434 -2.4318 -0.6519 -0.80 0.61 2.12 0.706
C -0.1361 -1.9500 1.0398 0.48 -0.93 -2.17 -0.419
C -1.2303 -2.2952 1.7847 -0.91 -0.04 1.41 -0.175
C -1.2671 -2.0147 3.1656 -2.34 -1.76 -1.36 -0.217
C -0.2630 -1.2861 3.7708 2.88 2.15 -1.01 -0.192
C 0.7486 -0.7075 2.9778 -0.72 -2.90 3.30 -0.337
C 0.9721 -1.1177 1.5719 -0.28 0.82 0.56 -0.739
C -1.5765 -2.3024 -1.4666 -0.16 -0.04 0.17 -0.250
C -2.5829 -3.2596 -1.3775 0.51 -0.31 0.14 -0.108
C -3.8445 -2.9963 -1.8610 -0.75 -0.48 0.04 -0.124
C -4.1356 -1.7755 -2.4404 -0.35 0.37 -0.02 -0.115
C -3.1451 -0.7980 -2.5122 0.08 -0.19 -0.06 -0.083
C -1.8701 -1.0641 -2.0300 -0.17 -0.04 0.02 -0.059
C 0.3285 -4.2281 -0.6410 0.27 -0.57 -0.20 -0.254
C 0.7025 -4.9941 0.4692 0.25 -0.03 -0.05 -0.052
C 1.2405 -6.2727 0.3062 -0.06 -0.12 0.31 -0.109
C 1.3313 -6.8586 -0.9431 -0.17 0.18 -0.50 -0.125
C 0.8688 -6.1328 -2.0362 -0.24 0.12 -0.44 -0.109
C 0.3698 -4.8422 -1.8830 0.43 -0.64 -0.23 -0.099
H -2.1289 -2.7406 1.3053 0.70 0.11 0.36 0.093
H -2.1429 -2.3605 3.7102 0.05 0.15 0.12 0.046
H -0.2938 -1.0203 4.8167 -0.19 0.12 0.22 0.062
H 1.5180 -0.0940 3.4280 0.00 -0.13 0.09 0.049
H 1.9639 -1.5538 1.4009 0.09 0.45 -0.24 0.092
H -2.3891 -4.2299 -0.9216 0.08 0.19 -0.03 0.104
H -4.6182 -3.7636 -1.7377 0.19 0.33 -0.17 0.094
H -5.1557 -1.5660 -2.7804 0.39 -0.03 0.03 0.091
H -3.3600 0.1729 -2.9296 -0.04 0.17 -0.06 0.098
H -1.0995 -0.3047 -2.0326 -0.06 0.15 -0.09 0.066
H 0.6110 -4.6086 1.4756 0.03 0.41 -0.04 0.103
H 1.6149 -6.8239 1.1677 -0.21 0.15 -0.01 0.092
H 1.7286 -7.8614 -1.0885 0.02 0.17 0.13 0.088
H 0.8990 -6.5277 -3.0505 0.08 -0.20 0.21 0.089
H 0.0570 -4.3045 -2.7692 0.01 0.14 0.00 0.108
S 0.7101 0.5927 1.1260 0.70 1.99 -2.66 0.554



3.
65
Properties=species:S:1:pos:R:3:forces:R:3:lowdin_charge:R:1 method="wB97M-V/def2-TZVPD" e_homo_ev="-13.668 / -13.669" relative_energy_kj_mol=0.0 total_energy_ha=-2262.76145 max_force_ev_per_a=1.0 orbital_gap_ev="6.225 / 6.225" total_charge=+2
W 0.2224 1.5355 -0.5121 -0.68 -0.68 -0.40 1.517
C -0.6600 -5.2365 0.9108 0.02 0.02 -0.02 -0.029
C 0.1257 -4.4147 -0.1229 0.03 -0.03 0.01 -0.559
C 0.6304 -5.3388 -1.2422 -0.01 0.01 0.03 -0.031
C 1.3346 -3.7882 0.5732 -0.03 -0.02 -0.02 -0.058
C -0.7965 -3.3633 -0.7290 -0.02 0.00 -0.02 -0.149
C -1.9683 -3.7753 -1.3985 0.00 0.00 -0.01 0.003
C -2.8628 -2.8872 -1.9539 -0.02 0.00 -0.02 -0.033
C -2.5763 -1.5278 -1.8611 0.18 0.02 0.14 -0.425
S -3.4831 -0.1596 -2.4415 0.18 0.18 0.03 1.231
C -2.2899 0.8934 -1.8357 -0.41 0.19 -0.12 -0.496
N -1.2724 0.2848 -1.2344 0.61 0.34 0.28 -0.103
C -1.4179 -1.0967 -1.2198 0.00 -0.37 -0.11 -0.290
C -0.5309 -2.0060 -0.6401 -0.06 0.05 0.02 -0.001
C -2.2562 2.3487 -1.8935 -0.04 0.14 -0.11 -0.244
C -3.2477 3.1318 -2.4605 -0.06 -0.11 -0.01 -0.010
C -3.1031 4.5146 -2.4470 -0.01 0.01 -0.01 -0.023
C -1.9812 5.1008 -1.8801 -0.01 0.03 0.04 -0.037
C -0.9840 4.3107 -1.3162 -0.09 0.01 0.00 -0.076
C -1.1031 2.9229 -1.3035 0.20 -0.11 -0.14 -0.241
H -0.0091 -5.9928 1.3499 0.00 0.00 0.00 0.097
H -1.5093 -5.7511 0.4626 -0.01 0.00 0.00 0.085
H -1.0323 -4.5987 1.7142 -0.01 -0.01 0.01 0.094
H 1.3066 -6.0860 -0.8263 0.00 -0.01 0.00 0.097
H 1.1774 -4.7752 -2.0019 0.01 0.00 0.00 0.085
H -0.1851 -5.8680 -1.7345 0.00 0.00 -0.01 0.086
H 1.9522 -4.5789 0.9974 0.01 0.00 0.00 0.097
H 1.0381 -3.1301 1.3928 0.01 0.01 0.00 0.088
H 1.9623 -3.2258 -0.1240 0.00 0.01 0.01 0.080
H -2.1861 -4.8316 -1.4728 0.00 -0.01 0.00 0.123
H -3.7583 -3.2387 -2.4480 0.00 -0.01 0.00 0.127
H 0.3271 -1.6364 -0.0892 -0.02 0.00 -0.03 0.097
H -4.1265 2.6833 -2.9076 -0.02 0.02 -0.02 0.118
H -3.8727 5.1364 -2.8835 0.00 0.00 -0.01 0.125
H -1.8820 6.1778 -1.8754 -0.01 0.01 -0.02 0.121
H -0.1155 4.7911 -0.8811 0.01 -0.03 -0.01 0.097
C -0.0802 1.3156 1.4088 -0.01 0.00 0.69 -0.143
C -0.2920 1.1693 2.6176 0.09 0.06 -0.54 -0.010
C -0.5358 0.9985 3.9912 -0.07 -0.05 0.30 -0.244
C -0.0813 1.9588 4.9094 0.00 0.05 -0.14 -0.008
C -0.3281 1.7859 6.2558 -0.01 -0.05 0.04 -0.045
C -1.0171 0.6614 6.6973 0.01 0.01 -0.04 -0.030
C -1.4680 -0.2956 5.7938 -0.01 0.04 0.04 -0.047
C -1.2364 -0.1323 4.4439 0.06 0.01 -0.15 -0.011
H 0.4554 2.8273 4.5528 0.00 0.01 0.01 0.124
H 0.0158 2.5244 6.9664 0.01 0.00 -0.01 0.120
H -1.2052 0.5303 7.7543 0.00 0.00 0.00 0.121
H -2.0044 -1.1645 6.1490 0.00 0.00 -0.01 0.118
H -1.5887 -0.8626 3.7280 0.00 -0.02 0.01 0.120
N 1.8635 -1.1582 -2.8289 0.01 0.03 -0.01 0.179
C 2.3847 0.0187 -2.5204 -0.04 0.01 -0.14 -0.616
N 1.8828 0.8314 -1.5914 0.01 0.10 0.28 -0.090
C 2.6564 1.9928 -1.4746 -0.08 0.09 0.06 -0.352
C 2.3439 3.0007 -0.5663 -0.02 -0.22 0.53 -0.101
C 3.1249 4.1456 -0.5610 0.07 0.08 -0.21 -0.029
C 4.1899 4.2595 -1.4549 -0.08 0.07 0.05 -0.033
C 4.5028 3.2500 -2.3556 -0.01 -0.13 -0.06 -0.027
C 3.7106 2.1102 -2.3620 -0.07 0.10 -0.12 -0.425
S 3.7931 0.6457 -3.3266 -0.02 0.00 0.06 1.189
H 1.0746 -1.5283 -2.3124 0.00 0.03 0.02 0.091
H 2.2713 -1.7315 -3.5498 -0.01 0.00 0.00 0.131
H 1.6279 2.8789 0.2854 0.41 0.15 -0.20 0.078
H 2.9271 4.9375 0.1475 0.02 -0.02 0.02 0.127
H 4.8014 5.1505 -1.4356 0.00 0.00 0.01 0.126
H 5.3445 3.3554 -3.0262 0.02 -0.01 0.01 0.130